Entry 1:
A cluster of 7 separate species, C7H14Cl14 in total. Source: the Open Molecules 2025 dataset; level of theory: wB97M-V/def2-TZVPD.

CARTESIAN COORDINATES (ANGSTROEM)
Cl 7.429 -14.184 -8.032
C 5.793 -13.651 -7.602
Cl 4.569 -14.868 -8.027
H 5.730 -13.371 -6.554
H 5.580 -12.726 -8.128
Cl 12.370 -10.009 -10.560
C 11.405 -11.499 -10.589
Cl 10.771 -11.795 -12.220
H 12.049 -12.311 -10.271
H 10.585 -11.402 -9.887
Cl 9.669 -4.304 -7.197
C 9.648 -5.484 -5.875
Cl 11.217 -5.825 -5.113
H 9.002 -5.084 -5.102
H 9.254 -6.420 -6.248
Cl 10.163 -7.507 -8.636
C 11.849 -7.001 -8.906
Cl 11.949 -5.418 -9.721
H 12.349 -6.924 -7.949
H 12.310 -7.679 -9.609
Cl 9.882 -11.975 -4.890
C 10.880 -10.864 -5.841
Cl 10.610 -9.210 -5.272
H 11.890 -11.182 -5.596
H 10.744 -10.931 -6.914
Cl 8.732 -9.074 -11.758
C 9.919 -7.974 -12.549
Cl 9.082 -6.555 -13.210
H 10.603 -7.650 -11.778
H 10.342 -8.533 -13.372
Cl 5.699 -9.799 -8.135
C 7.328 -9.256 -8.463
Cl 8.504 -10.616 -8.310
H 7.447 -8.870 -9.470
H 7.615 -8.477 -7.764

The energy relative to the best compared isomer or geometry (same formula, charge and spin) comes out at 27.31 kJ/mol. As for the net charge: 0. Its LUMO energy is 0.23 eV. The SMILES is ClCCl.ClCCl.ClCCl.ClCCl.ClCCl.ClCCl.ClCCl.

=====

Entry 2:
A cluster of 4 separate species, C7H14Cl8O2 in total. Source: the Open Molecules 2025 dataset; level of theory: wB97M-V/def2-TZVPD.

CARTESIAN COORDINATES (ANGSTROEM)
Cl -0.464 -0.900 -0.572
C -1.291 -2.057 0.487
Cl -2.913 -1.488 0.853
Cl -1.360 -3.624 -0.314
Cl -0.379 -2.192 1.998
Cl -0.779 1.483 2.081
C 0.542 2.579 1.635
C 1.293 2.133 0.404
Cl 0.421 2.438 -1.121
H 1.242 2.637 2.468
H 0.111 3.569 1.505
H 1.523 1.071 0.452
H 2.244 2.664 0.355
Cl 4.816 -3.658 1.957
C 4.567 -1.984 2.544
C 3.175 -1.535 2.198
Cl 2.878 0.032 2.997
H 5.326 -1.373 2.066
H 4.718 -1.993 3.619
H 2.449 -2.280 2.505
H 3.070 -1.377 1.127
O -2.520 -0.435 -3.828
C -2.506 0.863 -3.227
C -3.586 0.879 -2.173
O -4.869 0.630 -2.713
H -1.702 -0.566 -4.309
H -1.543 1.067 -2.746
H -2.680 1.641 -3.978
H -3.632 1.860 -1.699
H -3.325 0.137 -1.412
H -4.827 -0.222 -3.161

As for the net charge: 0. Its LUMO energy is 0.24 eV. The SMILES is ClC(Cl)(Cl)Cl.ClCCCl.ClCCCl.OCCO.

=====

Entry 3:
A cluster of 2 separate species, C7H14ClNS in total. Source: the Open Molecules 2025 dataset; level of theory: wB97M-V/def2-TZVPD.

CARTESIAN COORDINATES (ANGSTROEM)
C -2.205 0.024 -0.723
C -0.692 -2.433 0.608
C 1.595 -1.376 0.598
C -0.320 2.490 0.741
C 0.995 1.397 -1.352
C 0.173 -1.294 0.054
C 0.352 1.220 0.086
N -0.408 0.038 0.436
S -2.244 -0.549 -2.252
Cl -3.200 0.626 0.301
H -0.888 -2.254 1.599
H -1.761 -2.431 0.159
H -0.295 -3.466 0.344
H 1.633 -1.204 1.614
H 2.313 -0.719 0.105
H 1.833 -2.427 0.371
H -1.223 2.151 1.281
H 0.353 2.890 1.425
H -0.789 3.312 0.067
H 1.554 2.306 -1.268
H 0.171 1.578 -2.136
H 1.597 0.488 -1.683
H 0.249 -1.525 -1.051
H 1.206 1.160 0.677

As for the net charge: 0. Its LUMO energy (alpha / beta) is 0.16 / -2.25 eV. As for the expectation value of S²: 2.028. The spin multiplicity is 3.

=====

Entry 4:
A structure of composition C7H14F3N5O7S5Ti. Source: the Open Molecules 2025 dataset; level of theory: wB97M-V/def2-TZVPD.

CARTESIAN COORDINATES (ANGSTROEM)
Ti -0.631 0.196 -1.762
N 1.144 0.510 -0.379
C 0.454 0.538 0.916
C 1.381 0.774 2.108
C 0.800 0.928 3.529
C -0.451 0.139 3.940
N -0.532 -1.228 3.422
C -1.287 -1.612 2.388
N -2.298 -0.878 1.943
N -1.030 -2.785 1.786
C -0.749 1.478 0.743
O -1.320 1.961 1.700
O -1.115 1.610 -0.498
H 1.801 -0.258 -0.473
H 1.645 1.380 -0.556
H 0.012 -0.454 1.000
H 1.980 1.665 1.906
H 2.089 -0.061 2.104
H 0.541 1.973 3.699
H 1.611 0.697 4.224
H -1.320 0.690 3.601
H -0.509 0.091 5.028
H 0.170 -1.882 3.730
H -2.410 0.064 2.289
H -2.545 -0.988 0.954
H -0.141 -3.224 1.964
H -1.376 -2.907 0.832
S -2.425 0.722 -3.299
S -3.581 -0.913 -3.030
S -2.161 -2.492 -3.150
S -0.628 -1.778 -4.054
F 3.394 1.438 -5.378
C 2.109 1.475 -5.031
F 1.607 2.663 -5.354
F 1.453 0.530 -5.696
S 1.968 1.192 -3.222
O 2.647 2.278 -2.580
O 2.441 -0.143 -2.981
O 0.476 1.286 -3.047
O -0.057 -1.672 -1.456
N -1.247 -2.089 -1.071
O -1.910 -0.912 -0.788

The energy relative to the best compared isomer or geometry (same formula, charge and spin) comes out at 0.00 kJ/mol. As for the net charge: 0. Its LUMO energy (alpha / beta) is -0.90 / -0.90 eV.

=====

| no. | largest force on an atom (Eh/bohr) |
| --- | --- |
| 1 | 0.021 |
| 2 | 0.008 |
| 3 | 0.086 |
| 4 | 0.009 |